Density functional theory data (ωB97M-V/def2-TZVPD) for a structure of composition C12H26NO5P2PbS at a distorted geometry.

Summary:
- E_tot: -59244.157 eV
- HOMO-LUMO gap: 0.152 hartree
- LUMO: -4.3294 eV
- HOMO energy: -8.47 eV
- Strongest force on any atom: 2.47 eV/A

```
! RIJCOSX wB97M-V def2-TZVPD def2/J DEFGRID3
* xyz 1 1
Pb 0.5445 -0.5803 1.5413
P -1.0463 -2.5655 -0.1326
C -0.9398 -1.9613 -1.7965
C -0.7454 -0.6097 -2.1499
N -0.0396 0.1688 -1.2521
C -0.3485 1.4589 -1.2465
C -1.1329 2.0145 -2.2483
C -1.4485 1.2937 -3.3927
C -1.1166 -0.0497 -3.4015
C 0.0886 2.3836 -0.1666
P 1.5130 1.8829 0.8797
H -1.2966 -0.6614 -4.2811
H -1.3482 3.0744 -2.1583
H -2.0222 1.7594 -4.2014
H 0.4218 3.3161 -0.6291
H -0.7270 2.6269 0.5290
H 3.7135 -2.8911 -3.3141
H -0.5480 -2.6743 -2.5501
H 3.7352 -0.1637 -0.8494
O 3.6224 -3.0943 -2.3420
H 2.9087 -3.7559 -2.1967
H 2.2061 -0.5844 -0.1069
O 3.2592 -0.5110 -0.0701
H 3.6894 -1.2896 0.3551
C 2.9112 2.3125 -0.1854
H 2.8088 3.3686 -0.4708
H 3.8534 2.2110 0.3734
H 2.9922 1.7331 -1.1165
C 1.5259 3.2335 2.0698
H 2.2636 2.9912 2.8412
H 1.8032 4.1657 1.5590
H 0.5473 3.3251 2.5499
C -2.7914 -2.2459 0.2669
H -3.3466 -2.1936 -0.6845
H -3.1077 -3.0741 0.9150
H -2.8109 -1.2813 0.7984
C -0.7899 -4.3853 -0.2656
H -0.8974 -4.8291 0.7348
H -1.5050 -4.8530 -0.9571
H 0.2353 -4.6087 -0.6020
C -2.7563 0.4036 3.9779
S -1.4406 1.0134 2.9386
O -1.6069 0.2444 1.6343
O -1.5736 2.4458 2.7881
O -0.1117 0.5298 3.4779
H -2.7034 0.8585 4.9837
H -2.7555 -0.7011 4.0659
H -3.6869 0.7486 3.4880
*
```

Density functional theory data (ωB97M-V/def2-TZVPD) for a structure of composition C12H27B3F3NO13Tl2 at a distorted geometry.

Summary:
- E_tot: -60512.380 eV
- HOMO-LUMO gap: 0.060 hartree
- LUMO: -12.4814 eV
- HOMO energy: -14.11 eV
- Strongest force on any atom: 7.41 eV/A

```
! RIJCOSX wB97M-V def2-TZVPD def2/J DEFGRID3
* xyz 2 1
Tl -18.6114 -14.1729 -23.8052
Tl -17.9958 -6.3814 -22.1480
B -17.4336 -10.9837 -20.5018
H -18.2456 -10.7455 -21.1713
H -16.6809 -11.4989 -21.0782
H -16.9569 -10.0941 -20.1203
H -17.8284 -11.5084 -19.6455
B -17.4699 -9.6109 -25.4300
H -18.4042 -9.4872 -24.9045
H -16.7929 -10.1832 -24.8148
H -17.6575 -10.0585 -26.3937
H -17.0217 -8.6345 -25.5295
B -15.4005 -4.9935 -18.6610
H -15.6498 -4.2816 -19.4324
H -14.5589 -4.7307 -18.0389
H -16.2503 -5.2159 -18.0344
H -15.0924 -5.8941 -19.1691
C -24.6919 -9.7866 -21.0707
C -23.3753 -9.7601 -21.8489
O -22.8716 -10.8297 -22.3051
O -22.8219 -8.6165 -22.1082
H -25.1563 -10.7634 -21.2065
H -25.5046 -9.0896 -21.2748
H -24.5131 -9.6842 -20.0003
C -12.4316 -10.2315 -17.3918
C -12.2399 -10.9881 -18.6607
O -11.9249 -12.2513 -18.2526
C -11.6061 -12.2461 -16.9609
O -11.4139 -13.2814 -16.3543
O -11.6693 -11.0713 -16.5111
F -11.2934 -10.4157 -19.4064
H -13.4489 -10.0575 -17.0411
H -11.9933 -9.2345 -17.3469
H -13.1558 -11.0599 -19.2473
C -24.0172 -14.1361 -16.7376
C -24.1635 -15.5859 -16.8477
O -23.0003 -16.0212 -17.4316
C -22.5836 -15.0474 -18.1589
O -21.6643 -15.1883 -19.0076
O -23.1742 -13.9145 -17.8248
F -25.3637 -16.0194 -17.3310
H -23.5676 -13.8399 -15.7898
H -24.8907 -13.5046 -16.8996
H -24.1294 -15.8493 -15.7905
C -13.9807 -17.9930 -16.3449
C -14.9838 -17.1280 -15.6549
O -15.3399 -16.2551 -16.7855
C -15.0208 -16.8078 -17.9660
O -15.2691 -16.3473 -19.1055
O -14.4854 -18.0894 -17.6926
F -14.4687 -16.3283 -14.7189
H -13.9986 -18.9960 -15.9184
H -12.9403 -17.6691 -16.3152
H -15.8254 -17.6433 -15.1920
C -19.0734 -8.8370 -15.5047
N -20.2850 -8.4240 -16.2356
O -20.1455 -7.8724 -17.2931
O -21.3505 -8.6256 -15.6603
H -18.3012 -8.1521 -15.8551
H -18.8823 -9.8986 -15.6614
H -19.1694 -8.5192 -14.4665
*
```

Density functional theory data (ωB97M-V/def2-TZVPD) for a structure of composition C12H27BCl3CsF4ILiN2NaO9P at a distorted geometry.

Summary:
- E_tot: -105962.516 eV
- HOMO-LUMO gap: 0.089 hartree
- LUMO: -2.1310 eV
- HOMO energy: -4.57 eV
- Strongest force on any atom: 10.41 eV/A

```
! RIJCOSX wB97M-V def2-TZVPD def2/J DEFGRID3
* xyz 0 1
C -0.3427 -0.3810 0.5478
C 1.2902 -0.1806 0.4960
C 1.9655 -1.4976 1.0236
I 3.7798 -0.8576 1.8426
O 1.0497 -2.0858 1.9784
P 1.6992 -3.0999 3.1195
O 0.5810 -3.9832 3.4862
O 2.8733 -3.9359 2.4817
O 2.2273 -2.3501 4.3810
C 1.2061 -1.5794 5.0626
N 1.8820 -0.6786 5.9405
H -0.7588 -0.3286 1.5580
H -0.6081 -1.3534 0.0469
H -0.8824 0.4322 -0.0134
H 1.6511 0.1122 -0.5091
H 1.4824 0.6475 1.2020
H 2.1740 -2.1231 0.1472
H 2.4536 -4.7711 2.2300
H 0.5735 -2.2724 5.6132
H 0.6063 -1.0021 4.3161
H 1.3044 0.1440 6.0594
H 2.7407 -0.3315 5.4684
C 3.5068 1.8708 3.5963
O 4.7654 1.8077 3.3854
O 2.6879 2.4254 2.7377
O 2.9290 1.1883 4.5558
Cs -0.3485 -1.2228 -1.7042
Li 0.3736 -0.1536 2.5978
C -3.1454 -5.1211 -5.9288
Cl -2.7282 -4.4369 -4.3445
Cl -4.4363 -4.2179 -6.6875
Cl -1.7187 -5.1732 -6.9654
H -3.4853 -6.1358 -5.7704
C 2.6981 4.3948 -3.1378
C 2.5067 4.2466 -1.6343
C 3.5407 5.0312 -0.8344
O 2.5545 2.8638 -1.3012
H 3.6724 3.9987 -3.4400
H 1.9367 3.8306 -3.6754
H 2.6366 5.4392 -3.4501
H 1.5199 4.6095 -1.3484
H 4.5645 4.6654 -1.0267
H 3.3672 4.9244 0.2407
H 3.4715 6.0889 -1.1014
H 3.4170 2.5344 -1.5778
Na 5.0994 6.8543 -0.7059
C -7.7751 -2.9041 -3.2845
C -6.3865 -3.4914 -3.3812
O -5.4949 -2.9470 -4.0146
N -6.1565 -4.6645 -2.7326
C -7.0834 -5.4507 -1.9401
H -7.7951 -1.9785 -3.8511
H -8.5144 -3.5879 -3.7025
H -8.0327 -2.6876 -2.2472
H -5.2130 -5.0034 -2.8370
H -6.7101 -5.5547 -0.9202
H -7.1901 -6.4481 -2.3687
H -8.0595 -4.9794 -1.9074
B 3.2014 8.1789 2.8790
F 4.0535 8.5883 3.8959
F 2.6510 9.2937 2.2104
F 3.9771 7.4492 1.8940
F 2.1946 7.3507 3.3497
*
```

Density functional theory data (ωB97M-V/def2-TZVPD) for a cluster of 3 separate species, C12H27BClN6O4 in total.

Summary:
- E_tot: -43208.490 eV
- HOMO-LUMO gap: 0.305 hartree
- LUMO: -2.9643 eV
- HOMO energy: -11.28 eV
- Strongest force on any atom: 0.83 eV/A

```
! RIJCOSX wB97M-V def2-TZVPD def2/J DEFGRID3
* xyz 1 1
C 2.8309 1.8598 1.5625
C 2.6322 1.6685 0.0636
C 1.2262 1.2166 -0.3399
Cl 1.2560 0.2500 -1.8552
N 0.5177 0.5009 0.6854
C -0.8005 0.3542 0.6780
N -1.5130 -0.2535 1.6400
C -2.7784 -0.1764 1.2669
B -3.9119 -0.7754 2.2330
O -4.0445 -2.1203 2.2615
O -4.6181 0.0409 3.0379
C -4.8987 1.4006 2.7039
N -2.8819 0.4503 0.0891
N -1.6162 0.7825 -0.2959
H 2.1056 2.5649 1.9677
H 2.7318 0.9281 2.1248
H 3.8359 2.2294 1.7530
H 2.7683 2.6398 -0.4083
H 3.3834 1.0111 -0.3716
H 0.6386 2.1037 -0.5829
H 0.9961 0.0522 1.4511
H -4.2940 -2.4299 3.1444
H -4.0087 2.0248 2.7944
H -5.6399 1.7634 3.4101
H -5.3170 1.4826 1.7014
H -3.6990 0.6615 -0.4593
H -1.3774 1.2247 -1.1698
C 3.4301 4.2805 -3.5730
C 4.2201 4.3992 -2.2901
O 3.6743 4.6034 -1.2119
N 5.5645 4.2769 -2.3714
C 6.3799 4.0435 -3.5504
H 2.3784 4.4076 -3.3368
H 3.7262 5.0498 -4.2860
H 3.5792 3.3039 -4.0352
H 6.0336 4.3757 -1.4845
H 6.9483 3.1188 -3.4470
H 7.0810 4.8645 -3.7000
H 5.7533 3.9640 -4.4318
C -2.5193 -7.4996 0.3607
C -3.1747 -6.6856 1.4521
O -3.7735 -7.1985 2.3770
N -3.0728 -5.3264 1.3682
C -2.4130 -4.5249 0.3623
H -2.6917 -8.5489 0.5750
H -2.9453 -7.2611 -0.6145
H -1.4449 -7.3153 0.3269
H -3.5326 -4.8464 2.1237
H -1.6291 -3.9140 0.8167
H -3.1325 -3.8612 -0.1230
H -1.9628 -5.1608 -0.3926
*
```

Density functional theory data (ωB97M-V/def2-TZVPD) for a cluster of 2 separate species, C12H27Cl2NO5P in total at a distorted geometry.

Summary:
- E_tot: -58931.755 eV
- HOMO-LUMO gap: 0.297 hartree
- LUMO: -3.5415 eV
- HOMO energy: -11.61 eV
- Strongest force on any atom: 9.96 eV/A

```
! RIJCOSX wB97M-V def2-TZVPD def2/J DEFGRID3
* xyz 1 1
C -0.5081 -2.1589 -1.4802
C -0.4270 -2.0208 -3.1450
C 1.1113 -2.4448 -3.6460
C 2.0735 -1.1021 -3.6807
O 3.4420 -1.3472 -4.1621
C 3.6764 -2.7611 -4.4938
Cl 5.3581 -2.8689 -5.3493
C 2.5090 -3.4621 -5.4109
Cl 2.5003 -5.2991 -4.9664
N 1.0985 -2.9738 -5.0931
H -0.2660 -1.1523 -0.9278
H -1.6103 -2.5507 -1.2618
H 0.2131 -2.9902 -1.0656
H -0.6854 -0.9083 -3.4200
H -1.2280 -2.7976 -3.5517
H 1.4648 -3.2623 -2.8683
H 1.5694 -0.3736 -4.4809
H 2.0440 -0.4864 -2.6604
H 3.7933 -3.4004 -3.4993
H 2.7753 -3.2935 -6.5608
H 0.9114 -2.1839 -5.7814
H 0.3520 -3.6827 -5.2642
O -1.0683 1.0417 1.5989
P -1.1937 1.9965 2.8114
O 0.4256 2.3421 2.8857
C 0.9277 3.3127 1.9871
C 0.4300 4.7067 2.3239
O -1.2134 0.7721 3.9461
C -1.6255 -0.5341 3.5536
C -0.4417 -1.3638 3.0684
O -1.3337 3.0632 4.1662
C -2.5812 3.7422 4.2311
C -3.7585 2.7878 4.3277
H 0.6595 3.0400 0.9597
H 2.0197 3.2896 2.0618
H -0.6469 4.7855 2.1449
H 0.9293 5.4583 1.7082
H 0.6017 4.9381 3.3805
H -2.4216 -0.4806 2.8025
H -2.0669 -1.0218 4.4320
H 0.2283 -0.8030 2.4068
H -0.7900 -2.2572 2.5370
H 0.1698 -1.6867 3.9189
H -2.6836 4.3823 3.3496
H -2.5578 4.3900 5.1128
H -3.8392 2.1627 3.4334
H -4.6955 3.3429 4.4370
H -3.6416 2.1135 5.1847
*
```

Density functional theory data (ωB97M-V/def2-TZVPD) for a cluster of 4 separate species, C12H27Cl6O4P in total at a distorted geometry.

Summary:
- E_tot: -105498.420 eV
- HOMO-LUMO gap: 0.406 hartree
- LUMO: 0.6553 eV
- HOMO energy: -10.40 eV
- Strongest force on any atom: 2.76 eV/A
- SMILES: CCOP(=O)(OCC)OCC.ClCCCl.ClCCCl.ClCCCl

```
! RIJCOSX wB97M-V def2-TZVPD def2/J DEFGRID3
* xyz 0 1
C 3.4422 0.0201 -0.7853
C 3.6105 -0.3973 0.6800
O 3.0164 0.5801 1.5032
P 1.4668 1.0287 1.5276
O 0.5055 -0.0388 1.1919
O 1.4362 2.2297 0.5250
C 0.2707 3.1454 0.6526
C 0.5669 4.3292 1.5213
O 1.3259 1.5331 2.9831
C 1.0739 0.5508 4.0119
C 2.2160 -0.3489 4.3422
H 3.5072 1.1005 -0.8541
H 4.2355 -0.5552 -1.3477
H 2.4460 -0.3071 -1.1107
H 3.0486 -1.3095 0.8601
H 4.6605 -0.5387 0.9911
H -0.0762 3.4098 -0.3895
H -0.5280 2.5586 1.0536
H 1.3226 4.9656 1.0833
H -0.3564 4.8930 1.5642
H 0.9488 3.9618 2.4925
H 0.6331 1.0411 4.8633
H 0.1644 -0.0060 3.6843
H 1.8494 -1.1773 4.9381
H 2.7699 -0.7412 3.5142
H 2.9080 0.2189 4.9582
Cl -2.3082 0.0401 -7.6453
C -3.6751 -0.1906 -6.5117
C -3.1904 -0.0938 -5.0332
Cl -2.0633 -1.4391 -4.6440
H -4.1195 -1.1632 -6.7532
H -4.3379 0.6321 -6.7991
H -4.0557 -0.2153 -4.3792
H -2.6477 0.8129 -4.8173
Cl -0.2834 -3.8459 -1.2685
C 0.1696 -4.1325 0.4560
C -0.4535 -3.0243 1.3554
Cl -0.2376 -3.3574 3.0715
H 1.2479 -3.9966 0.5513
H -0.1423 -5.1157 0.7028
H -1.5521 -2.7800 1.2159
H 0.0414 -2.0821 1.1819
Cl -1.5649 1.3695 -2.0546
C -1.6410 -0.0898 -0.9560
C -3.0248 -0.2415 -0.3446
Cl -3.6054 1.2723 0.5051
H -0.9261 0.0646 -0.1451
H -1.2690 -0.9917 -1.5426
H -2.9796 -1.0425 0.4290
H -3.8458 -0.5361 -1.0288
*
```

Density functional theory data (ωB97M-V/def2-TZVPD) for the ion C12H27ClN2O3P with charge +1.

Summary:
- E_tot: -43807.596 eV
- HOMO-LUMO gap: 0.344 hartree
- LUMO: -2.8192 eV
- HOMO energy: -12.18 eV
- Strongest force on any atom: 0.55 eV/A
- SMILES: CCOCCOC[C@H]1O[C@H]([C@H](Cl)CC)C[NH2+][C@H]1[PH2]=N

```
! RIJCOSX wB97M-V def2-TZVPD def2/J DEFGRID3
* xyz 1 1
C -3.8334 0.1692 1.6967
C -4.0855 0.1045 0.2103
O -2.8821 -0.2797 -0.4510
C -2.9593 -0.1592 -1.8622
C -2.1455 1.0319 -2.3629
O -0.8390 0.5778 -2.7325
C 0.2449 1.2937 -2.2159
C 0.5579 0.8834 -0.7733
O 0.6734 -0.5326 -0.8040
C 1.2895 -1.2346 0.2571
C 0.4433 -1.3730 1.5221
Cl 0.3459 0.1821 2.4156
C 0.9746 -2.4666 2.4456
C 0.6535 -3.8755 1.9222
C 2.7200 -0.6965 0.5147
N 2.9475 0.4595 -0.4141
C 1.8685 1.4799 -0.2396
P 2.5239 3.0930 -0.8215
N 3.8066 3.3889 -0.0011
H -3.0827 0.9238 1.9308
H -3.4717 -0.7940 2.0648
H -4.7538 0.4206 2.2257
H -4.4206 1.0796 -0.1703
H -4.8701 -0.6263 -0.0230
H -2.5407 -1.0683 -2.2999
H -4.0016 -0.0787 -2.1891
H -2.6058 1.5207 -3.2260
H -2.0885 1.7634 -1.5483
H 0.0642 2.3812 -2.2406
H 1.0945 1.0708 -2.8721
H -0.2628 1.2007 -0.1237
H 1.3735 -2.2478 -0.1418
H -0.5724 -1.6156 1.2008
H 2.0495 -2.3338 2.6109
H 0.5102 -2.3165 3.4208
H 1.4946 -4.5551 2.0585
H -0.1989 -4.2999 2.4521
H 0.4029 -3.8819 0.8585
H 2.8482 -0.3080 1.5256
H 3.4838 -1.4454 0.3113
H 3.8518 0.9125 -0.2228
H 2.9431 0.1154 -1.3775
H 1.8188 1.6243 0.8446
H 1.3760 3.8773 -0.6261
H 2.6277 2.9766 -2.2198
H 4.6259 3.6585 -0.5300
*
```

Density functional theory data (ωB97M-V/def2-TZVPD) for a cluster of 4 separate species, C12H27ClN4O2 in total at a distorted geometry.

Summary:
- E_tot: -35441.870 eV
- HOMO-LUMO gap: 0.159 hartree
- LUMO: -5.2470 eV
- HOMO energy: -9.58 eV
- Strongest force on any atom: 5.90 eV/A

```
! RIJCOSX wB97M-V def2-TZVPD def2/J DEFGRID3
* xyz 2 1
C 6.6908 1.5739 8.5951
C 5.6620 1.8152 7.5478
O 5.4073 0.9376 6.7008
N 4.8697 3.0649 7.6401
H 4.0960 2.8495 8.2525
H 5.3721 3.7784 8.1486
C 4.3749 3.5189 6.2597
H 7.3370 0.7329 8.3436
H 6.2783 1.3531 9.5796
H 7.2822 2.4689 8.7885
H 3.8149 4.4433 6.4012
H 3.7613 2.7259 5.8320
H 5.2086 3.7599 5.6002
C -5.4467 -4.4128 -0.2014
C -4.7283 -3.2868 0.5458
O -5.2948 -2.5033 1.3265
N -3.2067 -3.1770 0.3656
H -2.8257 -3.3407 1.2866
H -2.8295 -3.9133 -0.2138
C -2.8349 -1.8045 -0.2078
H -6.4904 -4.4375 0.1120
H -5.0500 -5.4272 -0.2438
H -5.4182 -4.0641 -1.2337
H -1.7520 -1.6834 -0.1833
H -3.3310 -1.0154 0.3573
H -3.2191 -1.7897 -1.2278
C -3.6322 0.3923 -6.3938
C -2.3211 1.2128 -6.5523
N -1.3217 0.9239 -5.5774
C -0.9349 1.6918 -4.4951
C 0.0283 1.0592 -3.7283
N 0.3118 -0.0689 -4.4629
C -0.5994 -0.2507 -5.4943
C 1.3990 -0.9951 -4.2743
H -4.3793 0.7449 -7.1048
H -3.9655 0.4398 -5.3571
H -3.4550 -0.6821 -6.4418
H -2.4280 2.2975 -6.5459
H -1.8349 0.9889 -7.5019
H -1.5257 2.5641 -4.2574
H 0.6796 1.2386 -2.8857
H -0.5879 -1.0522 -6.2181
H 2.0608 -0.3852 -3.6593
H 1.7498 -1.3037 -5.2591
H 1.2571 -1.8915 -3.6706
Cl 1.7711 0.9089 1.7081
*
```

Density functional theory data (ωB97M-V/def2-TZVPD) for a structure of composition C12H27ClNO2Si at a distorted geometry.

Summary:
- E_tot: -38859.657 eV
- HOMO-LUMO gap: 0.292 hartree
- LUMO: -4.2913 eV
- HOMO energy: -12.23 eV
- Strongest force on any atom: 3.92 eV/A

```
! RIJCOSX wB97M-V def2-TZVPD def2/J DEFGRID3
* xyz 1 1
C 4.6379 -0.6605 1.1928
N 3.9093 0.5944 1.3922
C 4.5775 1.5937 2.2561
C 3.0997 0.9821 0.3338
Cl 3.0339 2.7354 0.0126
H 5.3284 -0.8024 2.0274
H 3.9148 -1.4933 1.1602
H 5.2129 -0.6391 0.2479
H 5.2213 1.0339 2.9445
H 5.1996 2.3032 1.6728
H 3.8179 2.1504 2.8278
H 3.4014 0.5398 -0.6211
C -2.3501 0.3270 -5.4814
C -1.2594 0.2600 -4.4013
C -1.7371 0.2362 -2.9565
C -0.5468 0.3427 -1.9911
O -0.9601 -0.1798 -0.6782
C -0.1170 -0.2265 0.3589
C 1.1450 0.4261 0.4521
O -0.6477 -0.7927 1.4214
Si -2.1514 -0.9408 2.2476
C -2.0136 -2.7065 2.8166
C -2.1084 0.3001 3.6366
C -3.5780 -0.6827 1.0921
H -1.8717 0.1847 -6.4579
H -3.0998 -0.4626 -5.3446
H -2.8489 1.3057 -5.4822
H -0.6565 -0.6430 -4.5474
H -0.5820 1.1122 -4.5169
H -2.4132 1.0845 -2.7661
H -2.3118 -0.6796 -2.7678
H 0.2939 -0.2669 -2.3632
H -0.2443 1.4000 -1.8949
H 1.3328 0.7724 1.4971
H 1.2947 0.9466 -0.5012
H -2.8052 -2.9314 3.5476
H -2.1234 -3.3874 1.9586
H -1.0346 -2.9037 3.2838
H -2.9461 0.1222 4.3252
H -1.1783 0.2325 4.2112
H -2.2018 1.3194 3.2495
H -4.4849 -0.5528 1.6899
H -3.4416 0.1989 0.4660
H -3.7074 -1.5524 0.4498
*
```